DFT (wB97M-V/def2-TZVPD) results for the molecule C19H24BrNO4.

Properties
energy above the lowest of the compared OMol25 structures with the same formula, charge and spin = 0.0 kcal/mol
SMILES string = COc1ccc(CCNC[C@H](O)COc2cccc(Br)c2)cc1OC
HOMO energy = -7.9762 eV
HOMO-LUMO gap = 8.69 eV

Last column: natural (NBO) charge in e.
CARTESIAN COORDINATES (ANGSTROEM)
C -2.4841 -2.7135 1.6488  -0.2511
O -1.9884 -2.1238 0.4742  -0.4911
C -0.6569 -2.2123 0.2116  0.2407
C 0.2819 -2.8238 1.0231  -0.3043
C 1.6204 -2.8543 0.6577  -0.1850
C 2.0447 -2.2769 -0.5243  -0.0388
C 3.4968 -2.2790 -0.9142  -0.4464
C 4.3746 -1.5421 0.1219  -0.2012
N 3.8607 -0.2718 0.5913  -0.6619
C 3.5833 0.7038 -0.4481  -0.2555
C 3.5745 2.0996 0.1888  0.0695
O 4.8278 2.3717 0.7599  -0.7188
C 2.4811 2.2334 1.2834  -0.1000
O 1.3759 1.3583 1.1780  -0.5226
C 0.3123 1.7031 0.4032  0.4005
C 0.3508 2.6232 -0.6391  -0.3438
C -0.7975 2.8868 -1.3684  -0.1700
C -1.9918 2.2582 -1.0727  -0.2884
C -2.0202 1.3514 -0.0252  -0.0292
Br -3.6636 0.5376 0.4387  0.0687
C -0.8908 1.0662 0.7117  -0.3242
C 1.1018 -1.6605 -1.3452  -0.3177
C -0.2347 -1.6180 -0.9978  0.3434
O -1.2198 -1.0332 -1.7395  -0.5036
C -0.8777 -0.4647 -2.9756  -0.2514
H -3.5531 -2.5076 1.6473  0.2046
H -2.3190 -3.7960 1.6567  0.1764
H -2.0350 -2.2728 2.5456  0.1733
H -0.0173 -3.2879 1.9494  0.2202
H 2.3312 -3.3435 1.3068  0.2008
H 3.8610 -3.3057 -0.9987  0.2207
H 3.6106 -1.8032 -1.8899  0.2041
H 5.3621 -1.3633 -0.3166  0.1918
H 4.5072 -2.1715 1.0048  0.1949
H 3.0099 -0.4268 1.1258  0.3785
H 2.6347 0.5311 -0.9753  0.1890
H 4.3983 0.6732 -1.1773  0.2018
H 3.4336 2.8561 -0.5909  0.1731
H 5.1054 1.5559 1.2028  0.4810
H 2.9456 1.9693 2.2385  0.2059
H 2.1409 3.2732 1.3439  0.1888
H 1.2679 3.1320 -0.8880  0.2192
H -0.7569 3.5983 -2.1797  0.2172
H -2.8862 2.4696 -1.6369  0.2285
H -0.9136 0.3653 1.5299  0.2385
H 1.4311 -1.2197 -2.2741  0.2182
H -1.8101 -0.0894 -3.3945  0.2022
H -0.1765 0.3696 -2.8573  0.1780
H -0.4499 -1.2075 -3.6574  0.1752

DFT (wB97M-V/def2-TZVPD) results for a structure of composition C19H24EuN3O5PS at a distorted geometry.

Properties
energy above the lowest of the compared OMol25 structures with the same formula, charge and spin = 0.0 kcal/mol
charge = +2
2S+1 = 8
HOMO energy (alpha / beta) = -14.5869 / -15.1363 eV
HOMO-LUMO gap (alpha / beta) = 5.80 / 7.09 eV
expectation value of S² = 15.80

Last column: Löwdin spin population.
CARTESIAN COORDINATES (ANGSTROEM)
C -1.8069 2.6881 -2.0432  0.0000
C -1.2992 1.4821 -2.8192  0.0256
N -1.1223 0.3609 -2.1082  0.0816
C -0.7873 -0.8151 -2.7462  0.0228
C -0.5096 -0.7777 -4.1464  0.1290
C -0.6646 0.3958 -4.8597  0.0007
C -1.0873 1.5527 -4.1938  0.1238
C -0.7845 -2.0383 -2.0279  0.4663
P -0.8415 -2.3152 -0.2661  0.0430
H -1.2411 2.5050 -4.6978  0.0055
H -0.2224 -1.7142 -4.6249  0.0036
H -0.4597 0.4240 -5.9272  -0.0024
C 0.2582 3.4029 -0.9563  -0.0002
C -1.8694 3.6529 0.2179  -0.0021
H -0.5453 -2.9146 -2.6466  0.0170
H -2.8848 2.5837 -1.8294  -0.0004
H -1.6655 3.5986 -2.6490  -0.0004
C 0.6508 -3.3231 0.0760  0.0226
C -2.1504 -3.6064 -0.1768  0.0238
H 0.8112 -3.3745 1.1602  0.0033
H 0.4951 -4.3308 -0.3280  -0.0003
H 1.5167 -2.8296 -0.3834  0.0008
H -2.5354 -3.6751 0.8498  0.0024
H -2.9771 -3.3695 -0.8637  0.0020
H -1.7052 -4.5696 -0.4617  -0.0002
H -1.9740 4.6967 -0.1247  -0.0009
H -2.8738 3.2119 0.3069  -0.0001
H -1.3777 3.6389 1.2041  -0.0002
H 0.1945 4.3602 -1.5064  -0.0003
H 0.7552 3.5729 0.0088  0.0001
H 0.8657 2.6961 -1.5407  0.0000
C -1.1049 -1.5075 2.4477  -0.0075
O -1.2336 -1.7421 3.5631  -0.0006
Eu -0.8822 0.6374 0.4353  6.0790
O -3.2552 -0.2617 -0.1977  -0.0013
H -2.9723 -1.2027 -0.3989  0.0014
H -3.3226 0.1042 -1.1037  0.0003
N -1.0965 2.8479 -0.7421  -0.0183
O 2.4916 -0.7561 -0.3241  0.0016
C 2.3438 -0.1435 0.7425  -0.0002
N 1.5240 0.9733 0.8288  -0.0122
S 1.3889 1.6356 2.3295  -0.0009
O 1.9875 2.9368 2.4531  -0.0009
O -0.0653 1.5355 2.6414  -0.0067
C 2.3434 0.3420 3.0694  0.0000
C 2.5327 0.1016 4.4251  0.0000
C 3.2362 -1.0563 4.7916  0.0000
C 3.7551 -1.9125 3.8067  0.0000
C 3.5628 -1.6396 2.4524  0.0000
C 2.8498 -0.4953 2.0901  -0.0002
H 2.1224 0.8028 5.1535  0.0000
H 3.3779 -1.2794 5.8497  0.0000
H 4.3098 -2.7978 4.1190  0.0000
H 3.9444 -2.2923 1.6715  0.0000

DFT (wB97M-V/def2-TZVPD) results for the molecule C19H24N2O3.

Properties
energy above the lowest of the compared OMol25 structures with the same formula, charge and spin = 56.4 kcal/mol
SMILES string = CCN(CC(=O)Nc1ccccc1OC)C(=O)[C@@H]1C[C@H]2C=C[C@@H]1C2
HOMO energy = -8.4283 eV
HOMO-LUMO gap = 8.86 eV

Last column: natural (NBO) charge in e.
CARTESIAN COORDINATES (ANGSTROEM)
C 2.9617 2.2379 -2.7340  -0.6125
C 2.3416 2.4701 -1.3597  -0.2182
N 1.9072 1.2270 -0.7454  -0.4473
C 0.6203 0.7262 -1.1518  -0.3063
C -0.5063 1.2138 -0.2194  0.6670
O -0.3207 2.0360 0.6460  -0.5964
N -1.6918 0.6182 -0.5065  -0.6265
C -2.9430 0.8162 0.0920  0.1664
C -3.1581 1.6728 1.1591  -0.2368
C -4.4294 1.8111 1.6927  -0.2205
C -5.4853 1.0960 1.1644  -0.2122
C -5.2840 0.2333 0.0961  -0.2853
C -4.0199 0.0857 -0.4471  0.2577
O -3.7062 -0.7372 -1.5035  -0.5209
C -4.7393 -1.4925 -2.0886  -0.2479
C 2.6313 0.7315 0.2932  0.7175
O 3.6949 1.2267 0.6137  -0.6396
C 2.0764 -0.5097 0.9761  -0.3091
C 2.7212 -0.7469 2.3540  -0.3976
C 3.3934 -2.1303 2.2018  -0.2649
C 2.2707 -3.1197 2.0277  -0.1841
C 1.7412 -2.9161 0.8285  -0.2033
C 2.5042 -1.7868 0.1864  -0.2581
C 3.9030 -2.0217 0.7622  -0.3860
H 2.2482 1.7890 -3.4230  0.1919
H 3.8199 1.5771 -2.6439  0.2153
H 3.2936 3.1841 -3.1522  0.2137
H 1.4862 3.1482 -1.4259  0.1922
H 3.0867 2.9077 -0.6929  0.2442
H 0.4109 1.1008 -2.1583  0.2288
H 0.6179 -0.3658 -1.1929  0.2217
H -1.7240 -0.0510 -1.2642  0.4156
H -2.3274 2.2261 1.5632  0.2555
H -4.5873 2.4808 2.5234  0.2167
H -6.4771 1.2006 1.5768  0.2141
H -6.1217 -0.3166 -0.3021  0.2184
H -5.5193 -0.8485 -2.5058  0.1803
H -5.1842 -2.1871 -1.3697  0.1804
H -4.2711 -2.0580 -2.8930  0.2005
H 0.9916 -0.4364 1.0587  0.2212
H 1.9886 -0.7300 3.1592  0.2114
H 3.4756 0.0167 2.5422  0.2445
H 4.1204 -2.3610 2.9760  0.2201
H 1.9445 -3.8035 2.7900  0.2142
H 0.8822 -3.3905 0.3883  0.2104
H 2.4284 -1.7024 -0.8963  0.2153
H 4.5753 -1.1805 0.6078  0.2259
H 4.3591 -2.9412 0.3968  0.2129

DFT (wB97M-V/def2-TZVPD) results for the molecule C19H24N2O4 at a distorted geometry.

Properties
energy above the lowest of the compared OMol25 structures with the same formula, charge and spin = 28.6 kcal/mol
SMILES string = CCOCCCNC(=O)[C@H](Cc1ccccc1)NC(=O)c1ccco1
HOMO energy = -8.9297 eV
HOMO-LUMO gap = 9.68 eV

Last column: natural (NBO) charge in e.
CARTESIAN COORDINATES (ANGSTROEM)
C 4.0718 0.4008 -0.6895  -0.6539
C 3.4898 0.1423 0.6971  -0.0589
O 2.3137 0.8829 0.9622  -0.5646
C 2.5436 2.2162 1.3758  -0.0631
C 1.2041 2.9171 1.5921  -0.4232
C 0.5120 3.2564 0.2739  -0.2189
N 0.1532 2.0558 -0.4411  -0.6237
C -1.0267 1.8941 -1.0513  0.6795
O -1.8876 2.7501 -1.1036  -0.6509
C -1.1798 0.5255 -1.7480  -0.1398
C -2.6646 0.1927 -1.9830  -0.4457
C -3.3271 -0.2729 -0.7163  0.0580
C -3.8548 0.6418 0.1871  -0.2474
C -4.4253 0.2088 1.3709  -0.1912
C -4.4756 -1.1430 1.6687  -0.2234
C -3.9551 -2.0621 0.7742  -0.2088
C -3.3841 -1.6287 -0.4100  -0.2645
N -0.5238 -0.5354 -1.0261  -0.6133
C 0.6551 -1.0752 -1.4029  0.6344
O 1.3306 -0.6483 -2.3246  -0.6316
C 1.0659 -2.2309 -0.5909  0.1530
C 2.1784 -3.0259 -0.6963  -0.2476
C 2.0732 -3.9873 0.3317  -0.3195
C 0.9099 -3.7098 0.9851  0.1159
O 0.2931 -2.6548 0.4381  -0.3954
H 3.3275 0.1827 -1.4520  0.2423
H 4.9325 -0.2439 -0.8436  0.2112
H 4.3933 1.4343 -0.7948  0.2010
H 3.1902 -0.9061 0.7787  0.1911
H 4.2393 0.3525 1.4741  0.1615
H 3.1199 2.2085 2.3147  0.1713
H 3.1297 2.7610 0.6227  0.1645
H 0.5619 2.2643 2.1845  0.2169
H 1.3778 3.8378 2.1497  0.2160
H 1.1791 3.8713 -0.3441  0.1844
H -0.4091 3.8187 0.4487  0.2319
H 0.8359 1.3100 -0.4151  0.4305
H -0.6619 0.6146 -2.7128  0.2550
H -2.7389 -0.5818 -2.7482  0.2160
H -3.1457 1.1022 -2.3442  0.2503
H -3.8095 1.6951 -0.0438  0.2404
H -4.8349 0.9290 2.0640  0.2118
H -4.9227 -1.4797 2.5926  0.2119
H -3.9949 -3.1186 0.9970  0.2117
H -2.9879 -2.3524 -1.1099  0.2126
H -1.0260 -0.9378 -0.2476  0.4254
H 2.9583 -2.9219 -1.4216  0.2455
H 2.7644 -4.7741 0.5534  0.2338
H 0.4315 -4.1759 1.8240  0.2078